{
  "formula": "C17H31ClN4PSi2",
  "method": "ωB97M-V with the def2-TZVPD basis set",
  "species": ["C", "C", "Cl", "C", "C", "C", "C", "C", "N", "C", "C", "N", "C", "C", "P", "N", "H", "H", "H", "H", "H", "H", "H", "H", "H", "H", "H", "H", "H", "C", "Si", "C", "C", "N", "Si", "C", "C", "C", "H", "H", "H", "H", "H", "H", "H", "H", "H", "H", "H", "H", "H", "H", "H", "H", "H", "H"],
  "xyz": [[3.252, -3.534, -1.597], [1.967, -4.464, -1.637], [0.971, -4.088, -0.153], [1.162, -4.418, -3.011], [-0.396, -4.416, -2.787], [-1.105, -5.740, -2.800], [-2.539, -5.749, -2.559], [-3.345, -4.502, -2.292], [-4.703, -4.674, -2.042], [-5.275, -3.470, -1.779], [-4.582, -2.150, -1.797], [-3.259, -1.994, -2.052], [-2.629, -3.212, -2.282], [-1.136, -3.181, -2.538], [-0.122, -1.582, -2.520], [-0.774, -0.429, -1.646], [3.322, -3.127, -0.543], [3.208, -2.646, -2.279], [4.181, -4.155, -1.746], [2.334, -5.523, -1.507], [1.391, -5.387, -3.551], [1.450, -3.563, -3.682], [-0.516, -6.673, -2.994], [-3.026, -6.763, -2.545], [-6.372, -3.474, -1.527], [-5.174, -1.227, -1.565], [0.096, -1.176, -3.874], [1.146, -1.895, -1.921], [-0.169, -0.151, -0.866], [1.674, 2.459, -0.533], [0.813, 3.445, 0.830], [-0.983, 2.873, 0.864], [0.860, 5.255, 0.302], [1.630, 3.161, 2.303], [1.139, 3.884, 3.769], [-0.603, 3.385, 4.292], [1.234, 5.768, 3.732], [2.309, 3.306, 5.141], [1.166, 2.620, -1.491], [2.716, 2.770, -0.639], [1.649, 1.389, -0.307], [-1.400, 2.866, -0.150], [-1.608, 3.537, 1.466], [-1.061, 1.860, 1.265], [1.875, 5.654, 0.371], [0.199, 5.872, 0.914], [0.529, 5.357, -0.739], [-1.363, 3.862, 3.670], [-0.792, 3.690, 5.329], [-0.731, 2.302, 4.232], [2.197, 6.101, 3.338], [1.124, 6.174, 4.745], [0.439, 6.200, 3.122], [3.337, 3.603, 4.921], [2.272, 2.219, 5.246], [2.021, 3.753, 6.099]],
  "forces_ev_per_a": [[-0.088, -0.130, 0.986], [1.224, -0.092, -0.490], [0.223, -0.317, -0.616], [-1.172, -0.536, 0.226], [-1.711, 0.433, 0.130], [-2.143, 2.448, 0.615], [2.037, 0.509, -0.168], [1.985, -1.323, -0.312], [0.975, 3.562, 0.250], [0.342, 0.045, -0.101], [0.820, -1.024, -0.124], [-2.444, -2.361, 0.082], [1.254, -0.373, -0.312], [0.338, -2.541, -0.819], [-1.199, 1.436, 2.515], [0.638, -0.706, -0.590], [0.055, -0.400, -1.238], [0.056, -1.009, 0.415], [-0.939, 0.762, -0.203], [-0.665, 1.166, 0.088], [-0.113, 1.202, 0.451], [-0.071, -0.803, 0.838], [-0.798, 0.970, 0.258], [0.201, 1.420, 0.005], [1.240, -0.025, -0.328], [0.649, -1.009, -0.304], [0.019, -0.763, 0.184], [-0.448, -0.449, -1.035], [-0.310, -0.049, -0.414], [-0.261, 0.137, -0.349], [1.381, -0.681, 1.981], [-0.281, 0.154, -0.587], [-0.312, 0.111, -0.582], [-1.064, 0.853, 0.012], [1.057, -1.283, -1.938], [-0.168, 0.276, 0.557], [-0.202, 0.274, 0.558], [-0.241, 0.256, 0.283], [0.063, -0.112, -0.090], [0.006, -0.020, 0.072], [0.040, 0.039, 0.040], [-0.104, -0.068, 0.012], [0.016, -0.033, 0.060], [0.045, 0.046, 0.040], [-0.013, -0.048, 0.079], [0.046, 0.011, 0.034], [0.001, 0.108, -0.023], [-0.004, -0.050, -0.035], [-0.111, -0.026, 0.043], [0.045, 0.040, -0.079], [-0.026, -0.073, -0.047], [0.010, 0.119, 0.004], [0.032, -0.001, -0.047], [-0.016, -0.038, -0.048], [0.019, 0.008, -0.060], [0.089, -0.041, 0.117]],
  "orbital_gap_ev": 4.0,
  "total_charge": -1,
  "homo_ev": -3.07
}